Entry from the Open Molecules 2025 dataset: a molecular structure, C2HN4S at a distorted geometry (ωB97M-V with the def2-TZVPD basis set).

The geometry in XYZ format:
```
8
Properties=species:S:1:pos:R:3:forces:R:3
N -0.994996 -2.676468 0.992456 -0.134 3.696 -1.424
N 1.199971 0.393465 0.002036 0.136 -0.351 -2.319
C -0.621019 1.094899 -0.621647 2.647 -0.680 1.035
C 0.547107 0.668809 -1.164535 -3.379 1.273 2.234
H 0.775170 0.447784 -2.118752 1.497 -0.693 -2.904
S -0.676442 1.153082 1.148937 -1.484 0.988 -0.623
N 0.788834 0.552142 1.168163 0.635 0.055 2.637
N -1.018626 -1.633713 0.593340 0.082 -4.289 1.366
```
Positions in Å, forces in eV/Å.

- molecular weight (g/mol) = 113.1
- Kohn-Sham gap (spin up / spin down) (hartree) = 0.2511 / 0.2512
- lowest unoccupied orbital energy (spin up / spin down) (eV) = -9.560 / -9.558
- DFT total energy (Ha) = -693.52608
- ΔE to the lowest compared entry with this formula, charge and spin (kcal/mol) = 94.15
- total charge = +1

---

Entry from the Open Molecules 2025 dataset: C2HNO2 in the gas phase at a distorted geometry (ωB97M-V with the def2-TZVPD basis set).

The geometry in XYZ format:
```
6
Properties=species:S:1:pos:R:3:forces:R:3
C -0.289108 -0.356049 0.231710 4.935 1.578 4.867
C 0.402616 0.944866 -0.186934 3.881 1.564 -6.799
N 1.204990 1.479996 -0.969811 -5.287 -3.015 5.582
H -1.702280 -1.595784 0.063446 0.883 1.587 -1.291
O 0.386211 -0.730084 1.279534 -4.412 -0.112 -4.663
O -1.312923 -0.807053 -0.472461 -0.001 -1.602 2.303
```
Positions in Å, forces in eV/Å.

- molecular weight (g/mol) = 71.0
- Kohn-Sham gap (hartree) = 0.3917
- SMILES = N#CC(=O)O
- lowest unoccupied orbital energy (eV) = -0.598
- DFT total energy (Ha) = -281.97596
- ΔE to the lowest compared entry with this formula, charge and spin (kcal/mol) = 49.67

---

Entry from the Open Molecules 2025 dataset: C2HNO2 in the gas phase at a distorted geometry (ωB97M-V with the def2-TZVPD basis set).

The geometry in XYZ format:
```
6
Properties=species:S:1:pos:R:3:forces:R:3
H 1.802511 -0.018255 -0.001174 0.134 -0.113 0.010
C 0.735570 -0.029386 0.003352 1.110 -1.085 -0.015
O -1.150764 1.241980 -0.002505 0.482 -0.439 0.010
N 0.051579 1.118441 0.001626 -0.908 2.118 -0.008
O -1.289845 -1.258973 -0.000808 1.232 -0.413 -0.005
C -0.149053 -1.053809 -0.000489 -2.050 -0.068 0.007
```
Positions in Å, forces in eV/Å.

- molecular weight (g/mol) = 71.0
- Kohn-Sham gap (spin up / spin down) (hartree) = 0.3152 / 0.3152
- SMILES = O=C=CN=O
- lowest unoccupied orbital energy (spin up / spin down) (eV) = -0.675 / -0.675
- DFT total energy (Ha) = -281.91669
- ΔE to the lowest compared entry with this formula, charge and spin (kcal/mol) = 86.86

---

Entry from the Open Molecules 2025 dataset: 2 unconnected molecules or ions with the total composition C2HNO2 at a distorted geometry (ωB97M-V with the def2-TZVPD basis set).

The geometry in XYZ format:
```
6
Properties=species:S:1:pos:R:3:forces:R:3
O -0.663055 1.423629 0.611814 -0.363 1.373 3.747
N -0.281149 -2.223824 -0.240554 0.187 2.229 0.533
H 2.336955 0.323023 0.428488 -0.120 0.006 -0.026
C -0.381491 0.295413 0.032372 1.263 -2.216 -0.596
O -0.710570 1.238071 -0.803480 -0.473 0.982 -3.625
C -0.300689 -1.056314 -0.028641 -0.494 -2.374 -0.034
```
Positions in Å, forces in eV/Å.

- molecular weight (g/mol) = 71.0
- Kohn-Sham gap (spin up / spin down) (hartree) = 0.3138 / 0.3725
- lowest unoccupied orbital energy (spin up / spin down) (eV) = -0.615 / -1.192
- DFT total energy (Ha) = -281.70788
- ΔE to the lowest compared entry with this formula, charge and spin (kcal/mol) = 217.90

---

Entry from the Open Molecules 2025 dataset: 2 unconnected molecules or ions with the total composition C2HNO4 at a distorted geometry (ωB97M-V with the def2-TZVPD basis set).

The geometry in XYZ format:
```
8
Properties=species:S:1:pos:R:3:forces:R:3
H -2.573672 -0.233467 0.470881 1.264 -0.456 0.539
O 0.584277 -1.364884 -1.980535 0.694 -0.574 -0.019
C 1.670810 1.313377 0.853238 -0.269 -1.066 -0.361
O -1.658623 -0.552317 0.704443 -0.697 0.122 -0.695
N -1.119917 -0.665031 -0.561534 -1.629 0.713 0.578
O 1.627278 2.424038 0.956764 0.049 5.329 0.727
O 1.656240 0.198225 0.697889 0.225 -4.264 -0.339
C -0.186392 -1.119940 -1.141145 0.364 0.195 -0.429
```
Positions in Å, forces in eV/Å.

- molecular weight (g/mol) = 103.0
- Kohn-Sham gap (hartree) = 0.3774
- SMILES = O=C=NO.O=C=O
- lowest unoccupied orbital energy (eV) = 0.203
- DFT total energy (Ha) = -432.47334
- ΔE to the lowest compared entry with this formula, charge and spin (kcal/mol) = 24.89

---

Entry from the Open Molecules 2025 dataset: 2 unconnected molecules or ions with the total composition C2HNO4 at a distorted geometry (ωB97M-V with the def2-TZVPD basis set).

The geometry in XYZ format:
```
8
Properties=species:S:1:pos:R:3:forces:R:3
O 0.664040 1.404285 1.237519 -0.257 -0.043 0.789
O 0.170858 1.159817 -1.923459 -0.040 1.383 -0.429
H -0.624996 -0.831415 -1.935274 0.288 1.702 0.216
O 0.630668 -1.800117 0.562746 0.416 -0.299 0.420
N 0.016576 0.382519 1.340947 -0.613 0.311 -0.085
O -1.089344 0.200336 1.835186 0.868 0.510 0.165
C 0.407515 -0.669877 0.389547 -1.342 0.893 -3.315
C -0.175318 0.154451 -1.507212 0.681 -4.456 2.239
```
Positions in Å, forces in eV/Å.

- molecular weight (g/mol) = 103.0
- Kohn-Sham gap (hartree) = 0.3241
- lowest unoccupied orbital energy (eV) = -0.722
- DFT total energy (Ha) = -432.32045
- ΔE to the lowest compared entry with this formula, charge and spin (kcal/mol) = 120.83

---

Entry from the Open Molecules 2025 dataset: C2HNO4 in the gas phase at a distorted geometry (ωB97M-V with the def2-TZVPD basis set).

The geometry in XYZ format:
```
8
Properties=species:S:1:pos:R:3:forces:R:3
N 2.326622 0.357168 0.213605 -2.197 -1.818 1.073
C -0.028910 -0.502565 0.415921 -1.857 -1.606 -2.774
O 2.124748 1.246376 0.986869 -0.089 0.406 0.435
O 1.705875 -2.136896 0.166911 -0.013 0.445 -0.176
O -0.493731 0.029493 1.343876 -1.041 1.223 1.794
H -0.519771 -0.772029 -0.578382 -0.514 0.775 0.656
O 3.100599 0.280221 -0.658068 2.139 0.051 -1.928
C 1.273091 -1.057001 0.282083 3.572 0.523 0.921
```
Positions in Å, forces in eV/Å.

- molecular weight (g/mol) = 103.0
- Kohn-Sham gap (hartree) = 0.3286
- SMILES = O=CC(=O)[N+](=O)[O-]
- lowest unoccupied orbital energy (eV) = -1.339
- DFT total energy (Ha) = -432.36056
- ΔE to the lowest compared entry with this formula, charge and spin (kcal/mol) = 95.66

---

Entry from the Open Molecules 2025 dataset: 3 unconnected molecules or ions with the total composition C2HNO4S at a distorted geometry (ωB97M-V with the def2-TZVPD basis set).

The geometry in XYZ format:
```
9
Properties=species:S:1:pos:R:3:forces:R:3
N 1.093976 0.515744 1.673484 -0.341 -0.812 0.180
O -1.388379 -0.930828 -2.401785 1.690 -0.842 1.665
O 0.832453 1.819960 -0.964771 -0.992 0.597 0.788
S -0.261984 2.144062 -0.069073 0.413 -1.105 -1.304
C 0.925047 -0.607054 1.851628 0.719 2.554 -0.019
H 0.930127 -1.587717 2.157001 -0.271 -1.782 0.233
O -1.423347 1.288443 -0.170265 0.535 0.648 0.287
C -0.675058 -1.209507 -1.499617 -2.589 1.365 -2.521
O -0.032836 -1.433102 -0.576602 0.836 -0.623 0.692
```
Positions in Å, forces in eV/Å.

- molecular weight (g/mol) = 135.1
- Kohn-Sham gap (hartree) = 0.3964
- lowest unoccupied orbital energy (eV) = -0.821
- DFT total energy (Ha) = -830.71694
- ΔE to the lowest compared entry with this formula, charge and spin (kcal/mol) = 0.00

---

Entry from the Open Molecules 2025 dataset: C2HNOS in the gas phase at a distorted geometry (ωB97M-V with the def2-TZVPD basis set).

The geometry in XYZ format:
```
6
Properties=species:S:1:pos:R:3:forces:R:3
C -0.008578 0.586372 -0.034717 -1.330 0.363 0.764
C 1.286849 -0.081020 0.040149 2.126 -0.951 -0.529
O -0.197230 1.775670 0.002607 0.244 -1.221 -0.270
S -1.218526 -0.761167 -0.004060 -0.724 1.135 -0.055
N 2.256414 -0.721697 -0.011046 -1.514 1.097 0.224
H -2.390275 -0.006927 0.088838 1.198 -0.422 -0.133
```
Positions in Å, forces in eV/Å.

- molecular weight (g/mol) = 87.1
- Kohn-Sham gap (hartree) = 0.3739
- SMILES = N#CC(=O)S
- lowest unoccupied orbital energy (eV) = -0.810
- DFT total energy (Ha) = -604.95982
- ΔE to the lowest compared entry with this formula, charge and spin (kcal/mol) = 17.03

---

Entry from the Open Molecules 2025 dataset: C2HNOS in the gas phase at a distorted geometry (ωB97M-V with the def2-TZVPD basis set).

The geometry in XYZ format:
```
6
Properties=species:S:1:pos:R:3:forces:R:3
O 2.486804 0.776951 0.133017 -0.653 0.489 -0.305
C -0.139792 0.351285 -0.166372 -3.174 0.311 0.596
S 1.357227 -0.139166 0.133566 0.507 -1.068 0.322
N -1.849086 -1.613363 0.155543 -1.972 -2.075 0.397
H -0.664420 1.325537 -0.326193 1.334 -0.547 -0.033
C -1.190732 -0.701246 0.070440 3.957 2.889 -0.976
```
Positions in Å, forces in eV/Å.

- molecular weight (g/mol) = 87.1
- Kohn-Sham gap (hartree) = 0.3497
- lowest unoccupied orbital energy (eV) = -1.235
- DFT total energy (Ha) = -604.91744
- ΔE to the lowest compared entry with this formula, charge and spin (kcal/mol) = 43.62

---

Entry from the Open Molecules 2025 dataset: C2HO2P in the gas phase at a distorted geometry (ωB97M-V with the def2-TZVPD basis set).

The geometry in XYZ format:
```
6
Properties=species:S:1:pos:R:3:forces:R:3
O -1.091033 0.769118 -0.011132 0.844 -2.235 -1.418
O 1.548503 -1.286575 0.845917 1.304 -0.832 0.628
C 0.841384 -0.804914 0.086772 -0.430 0.414 1.271
P -0.954798 1.767039 1.170064 0.369 0.993 1.419
C -0.106799 -0.217648 -0.551762 -1.815 2.097 1.685
H -0.237257 -0.227020 -1.539858 -0.272 -0.436 -3.584
```
Positions in Å, forces in eV/Å.

- molecular weight (g/mol) = 88.0
- Kohn-Sham gap (hartree) = 0.2286
- lowest unoccupied orbital energy (eV) = -1.101
- DFT total energy (Ha) = -568.48341
- ΔE to the lowest compared entry with this formula, charge and spin (kcal/mol) = 78.24

---

Entry from the Open Molecules 2025 dataset: 2 unconnected molecules or ions with the total composition C2HO2S2 at a distorted geometry (ωB97M-V with the def2-TZVPD basis set).

The geometry in XYZ format:
```
7
Properties=species:S:1:pos:R:3:forces:R:3
S -1.121379 -0.655958 -3.586387 -0.194 1.155 0.022
O 0.693909 -2.020964 -0.811842 0.238 -0.439 0.525
C -0.248583 -2.288003 -1.601282 1.317 1.279 0.865
O -0.672783 -3.334985 -2.026753 -0.566 -1.486 -0.587
C -0.959182 -1.043932 -2.055485 -2.304 -0.785 1.686
S -2.141594 -0.599335 -0.332348 3.199 -2.519 -0.816
H -0.941725 -2.123735 0.573387 -1.689 2.795 -1.695
```
Positions in Å, forces in eV/Å.

- molecular weight (g/mol) = 121.2
- Kohn-Sham gap (spin up / spin down) (hartree) = 0.2585 / 0.2584
- lowest unoccupied orbital energy (spin up / spin down) (eV) = 2.602 / 2.598
- DFT total energy (Ha) = -1023.58968
- ΔE to the lowest compared entry with this formula, charge and spin (kcal/mol) = 85.08
- total charge = -1

---

Entry from the Open Molecules 2025 dataset: a molecular structure, C2HO3Sm at a distorted geometry (ωB97M-V with the def2-TZVPD basis set).

The geometry in XYZ format:
```
7
Properties=species:S:1:pos:R:3:forces:R:3
C -0.637319 1.239585 0.214977 7.494 2.810 -1.672
H -1.439596 1.976515 0.008714 -1.910 -0.444 0.414
Sm 2.570503 0.030541 -0.154256 2.269 -0.884 -0.231
O 0.769162 -1.677314 -0.142209 0.020 -2.451 -0.157
O -1.399875 -1.146263 0.049777 1.160 -3.357 -0.267
C -0.406354 -1.812210 -0.065452 -1.256 6.349 0.509
O 0.543481 1.389148 0.088447 -7.776 -2.022 1.405
```
Positions in Å, forces in eV/Å.

- molecular weight (g/mol) = 223.4
- Kohn-Sham gap (spin up / spin down) (hartree) = 0.1947 / 0.3136
- lowest unoccupied orbital energy (spin up / spin down) (eV) = -18.402 / -18.179
- DFT total energy (Ha) = -959.09790
- 2S+1 = 7
- total charge = +3